[1]
Density functional theory data (wB97M-V/def2-TZVPD) for a cluster of 3 separate species, C15H23BO10 in total.

Output
**HOMO energy**: -9.764 eV
**Frontier orbital gap**: 8.865 eV
**Electronic energy**: -37080.542 eV
**SMILES**: CCOB(O)C1=CC(=O)C=C(C)C1=O.COC(=O)OC.COC(=O)OC

The geometry in ORCA input format:
```
! RIJCOSX wB97M-V def2-TZVPD def2/J DEFGRID3
* xyz 0 1
C 2.08180 -0.40756 1.44635
C 1.92962 1.06235 0.98835
O 0.71673 1.25909 0.23177
B 0.14388 2.47797 0.51844
O 0.86287 3.62693 0.42019
C -1.38328 2.42319 0.98989
C -1.83527 3.25736 1.91129
C -3.27314 3.11819 2.34561
O -3.85905 4.00155 2.88102
C -3.96912 1.80052 2.12599
C -3.51021 0.96275 1.22181
C -4.12461 -0.38599 0.95838
C -2.31572 1.38885 0.41575
O -2.13838 0.94315 -0.66066
H 2.27456 -0.45432 2.52266
H 1.20963 -1.01843 1.20141
H 2.95950 -0.83377 0.95029
H 2.01516 1.72335 1.85998
H 2.76218 1.29789 0.31325
H 0.39585 4.39142 0.78151
H -1.21211 4.02831 2.35767
H -4.84602 1.57159 2.72450
H -4.81383 -0.28568 0.10826
H -3.37986 -1.12901 0.65959
H -4.69903 -0.75359 1.81176
C -1.95558 1.23672 -3.38177
O -1.93720 1.48365 -4.79352
C -1.10751 2.45512 -5.17006
O -0.40537 3.11113 -4.44386
O -1.18869 2.57844 -6.50033
C -0.34593 3.59185 -7.04626
H -2.66361 0.43259 -3.20494
H -0.97512 0.92205 -3.03157
H -2.28774 2.11931 -2.84112
H 0.70149 3.37303 -6.84214
H -0.61459 4.57068 -6.65079
H -0.50115 3.59315 -8.12245
C 3.24791 -5.60377 0.28621
O 3.36324 -6.18428 1.58594
C 3.44077 -5.29521 2.57866
O 3.42099 -4.09736 2.45814
O 3.54396 -5.96623 3.72862
C 3.63608 -5.13569 4.88617
H 3.19353 -6.42227 -0.42703
H 2.33859 -5.00907 0.20956
H 4.12176 -4.99514 0.05765
H 2.74206 -4.52250 4.99198
H 4.52539 -4.50849 4.84010
H 3.71456 -5.79387 5.74777
*
```


[2]
Density functional theory data (wB97M-V/def2-TZVPD) for a cluster of 6 separate species, C15H23F3N4O5 in total.

Output
**HOMO energy**: -10.650 eV
**Frontier orbital gap**: 10.983 eV
**Electronic energy**: -40274.687 eV
**SMILES**: CCOC(=O)C(F)(F)F.COC(=O)OC.CC#N.CC#N.CC#N.CC#N

The geometry in ORCA input format:
```
! RIJCOSX wB97M-V def2-TZVPD def2/J DEFGRID3
* xyz 0 1
C -0.24278 -4.92730 -9.12767
C -1.66218 -4.34306 -9.11589
O -1.64512 -3.23370 -8.19608
C -2.73417 -2.59227 -7.84226
O -3.82518 -2.93824 -8.35723
C -2.45761 -1.56385 -6.77476
F -3.55119 -1.20528 -6.11243
F -1.46343 -1.91717 -5.94430
F -2.13497 -0.53741 -7.50141
H 0.15961 -5.14210 -8.13770
H 0.36445 -4.26418 -9.74383
H -0.37699 -5.94428 -9.49626
H -2.39870 -5.06035 -8.75379
H -2.00905 -4.12550 -10.12607
C -1.97495 3.77260 5.96122
O -2.36657 3.05430 4.68962
C -1.84758 3.46391 3.59012
O -1.36966 4.49058 3.32729
O -2.19963 2.58728 2.71391
C -1.49631 2.47455 1.48430
H -2.50021 3.36605 6.82546
H -2.31491 4.79911 5.82410
H -0.90725 3.79214 6.17977
H -0.40984 2.43441 1.56234
H -1.79141 3.29145 0.82575
H -1.75872 1.53721 0.99374
C -5.13864 -2.03701 5.57913
C -5.19509 -2.10749 7.10146
N -5.25019 -2.14130 8.26325
H -5.48327 -1.13569 5.07223
H -5.63307 -2.90986 5.15277
H -4.07644 -2.18782 5.38659
C 2.91752 -0.52942 8.04417
C 3.08336 -1.63948 7.08663
N 3.11622 -2.59787 6.39779
H 3.55985 0.22868 7.59607
H 3.30004 -0.87674 9.00393
H 2.00807 0.07117 8.06117
C 7.33132 -1.77142 -0.21764
C 6.11988 -1.01176 0.08189
N 5.17426 -0.40509 0.30431
H 8.01546 -1.09195 -0.72596
H 7.09316 -2.67096 -0.78526
H 7.78195 -1.96296 0.75620
C 3.00020 6.09936 -1.45722
C 2.15140 5.60268 -2.57020
N 1.50380 5.18399 -3.37245
H 4.02869 5.76912 -1.31144
H 2.43120 5.67122 -0.63197
H 3.07452 7.18162 -1.56347
*
```


[3]
Density functional theory data (wB97M-V/def2-TZVPD) for a structure of composition C15H23F3NO2PTi.

Output
**Expectation value of S²**: 2.0157
**HOMO energy (alpha / beta)**: -7.077 / -7.425 eV
**Frontier orbital gap (alpha / beta)**: 7.330 / 6.416 eV
**Electronic energy**: -62065.480 eV

The geometry in ORCA input format:
```
! RIJCOSX wB97M-V def2-TZVPD def2/J DEFGRID3
* xyz 0 3
C 0.45549 3.27984 -2.07063
C -0.82878 2.84739 -1.73787
C -1.05395 1.68340 -0.98903
C 0.00318 0.88285 -0.52149
C 1.28287 1.37529 -0.85991
C 1.52670 2.51803 -1.61001
C -2.49327 1.37460 -0.79060
C -2.90116 -0.05681 -0.33144
N -1.89467 -1.12043 -0.63358
Ti -0.46824 -1.03423 0.72031
C 2.52771 0.68903 -0.35436
P 2.13451 -1.04314 0.08679
H -1.67416 3.41814 -2.10673
H 2.56888 2.79106 -1.81311
H 0.63684 4.16250 -2.65838
H 2.91216 1.14300 0.58888
H 3.31439 0.57691 -1.13349
H -2.92819 2.08586 -0.06045
H -3.04064 1.57099 -1.73393
H -3.13506 -0.05944 0.71777
C 3.25145 -1.40015 1.46783
C 2.57178 -2.03490 -1.40222
H -3.81849 -0.34934 -0.89300
C -1.57855 -1.07133 -2.09160
C -2.47213 -2.44766 -0.29448
H 1.31573 -2.21904 0.39770
H -2.20163 -1.80363 -2.60437
H -1.78612 -0.09736 -2.51219
H -0.52932 -1.31488 -2.27105
H -2.98577 -2.84462 -1.17892
H -1.68867 -3.12920 -0.03668
H -3.20345 -2.35688 0.51041
H 3.66192 -1.93555 -1.44317
H 2.24403 -3.07303 -1.19942
H 2.00927 -1.62341 -2.25906
H 4.25309 -1.35730 1.01243
H 3.05402 -0.64114 2.24842
H 3.00149 -2.40832 1.84322
H -1.75893 -2.04872 1.91963
F 0.18850 2.26744 4.82716
C -0.17995 1.07479 4.31926
F 0.51674 0.08442 4.95862
F -1.49927 0.87057 4.58582
C 0.17625 1.00302 2.80819
O 1.16326 1.58111 2.37805
O -0.64987 0.19022 2.20066
*
```


[4]
Density functional theory data (wB97M-V/def2-TZVPD) for a cluster of 2 separate species, C15H23F3NO3 in total.

Output
**HOMO energy**: -11.010 eV
**Frontier orbital gap**: 6.564 eV
**Electronic energy**: -31706.312 eV

The geometry in ORCA input format:
```
! RIJCOSX wB97M-V def2-TZVPD def2/J DEFGRID3
* xyz 1 1
C 6.01318 -0.23430 -0.31335
C 4.87615 0.49745 -1.03589
O 4.37530 -0.33978 -2.06753
C 3.15626 0.08696 -2.62264
C 1.93134 -0.10084 -1.72019
C 1.55859 -1.54592 -1.53538
C 2.53410 -2.49853 -1.23009
C 2.22504 -3.84983 -1.09582
C 0.91185 -4.25007 -1.27227
N -0.01852 -3.32346 -1.54153
C 0.23857 -2.00347 -1.66755
C -0.94619 -1.12125 -1.93789
O -0.96957 -0.14383 -0.91442
C -1.98852 0.75430 -0.97749
F -3.10125 0.20089 -1.44229
F -2.19743 1.21771 0.22884
F -1.67886 1.75522 -1.78315
H 6.09645 -1.23912 -0.71376
H 6.95197 0.28925 -0.44016
H 5.79919 -0.31341 0.74829
H 4.10318 0.75002 -0.30748
H 5.23266 1.44063 -1.44839
H 2.99960 -0.52450 -3.51144
H 3.20668 1.11703 -2.97548
H 2.07354 0.34906 -0.74028
H 1.12007 0.45403 -2.17680
H 3.56406 -2.20565 -1.10904
H 2.99765 -4.56040 -0.86216
H 0.61072 -5.28019 -1.19473
H -0.97939 -3.62727 -1.63891
H -1.84697 -1.73409 -1.92290
H -0.87394 -0.68450 -2.93373
C -5.40609 2.78146 3.12041
C -4.28587 2.05084 2.38574
C -3.12485 2.20835 3.35809
O -3.69632 2.24973 4.66364
C -5.11487 2.41084 4.56839
H -6.40532 2.48899 2.80244
H -5.30514 3.85955 2.97890
H -4.54272 0.99420 2.27196
H -4.07063 2.45758 1.40093
H -2.58437 3.14519 3.18144
H -2.41133 1.38368 3.30728
H -5.59258 1.46338 4.83943
H -5.43541 3.17411 5.27694
*
```


[5]
Density functional theory data (wB97M-V/def2-TZVPD) for the ion C15H23N2 with charge +1.

Output
**HOMO energy**: -11.994 eV
**Frontier orbital gap**: 7.944 eV
**Electronic energy**: -18901.333 eV
**SMILES**: CN(C)C[C@H](C=[N+]1CCCC1)c1ccccc1

The geometry in ORCA input format:
```
! RIJCOSX wB97M-V def2-TZVPD def2/J DEFGRID3
* xyz 1 1
C -1.06137 -1.96101 -1.83632
N 0.17816 -1.41127 -1.30004
C 1.33197 -2.08195 -1.90050
C 0.21601 0.06028 -1.35942
C 0.41308 0.77621 -0.02586
C -0.62947 0.33893 0.93324
N -0.52096 -0.75348 1.63134
C -1.64319 -1.30286 2.39074
C -1.11135 -2.58962 3.02687
C 0.37982 -2.70097 2.67887
C 0.75178 -1.47102 1.84424
C 0.36264 2.27578 -0.37521
C 1.56060 2.97027 -0.56775
C 1.56183 4.18321 -1.26220
C 0.35964 4.72413 -1.73167
C -0.84954 4.10383 -1.40189
C -0.85171 2.89620 -0.68316
H -0.91323 -3.03163 -2.01463
H -1.89359 -1.82671 -1.13431
H -1.33104 -1.47270 -2.78913
H 1.06273 -3.13165 -2.07070
H 1.61478 -1.63469 -2.86905
H 2.20732 -2.05880 -1.23873
H 1.05616 0.35821 -2.02176
H -0.72662 0.40618 -1.83381
H 1.41479 0.52333 0.35652
H -1.49966 0.97733 1.11039
H -1.98537 -0.57412 3.14111
H -2.49855 -1.49648 1.72659
H -1.29112 -2.57642 4.10456
H -1.66409 -3.42893 2.59891
H 1.00345 -2.76181 3.57420
H 0.55623 -3.59770 2.07953
H 1.20389 -1.74342 0.87597
H 1.47033 -0.83098 2.38847
H 2.48788 2.54755 -0.16847
H 2.50575 4.68964 -1.45207
H 0.36417 5.62865 -2.33968
H -1.79756 4.54123 -1.71706
H -1.79458 2.43728 -0.36812
*
```


- Among the records above, which one has the lowest electronic energy?
  C15H23F3NO2PTi


- The highest electronic energy belongs to which entry?
  C15H23N2


- Which of these has the highest electronic energy?
  C15H23N2